Entry 1:
{
  "formula": "C21H64O11",
  "method": "ωB97M-V/def2-TZVPD",
  "elements": ["C", "C", "C", "O", "H", "H", "H", "H", "H", "H", "H", "H", "C", "C", "C", "O", "H", "H", "H", "H", "H", "H", "H", "H", "C", "C", "C", "O", "H", "H", "H", "H", "H", "H", "H", "H", "C", "C", "C", "O", "H", "H", "H", "H", "H", "H", "H", "H", "C", "C", "C", "O", "H", "H", "H", "H", "H", "H", "H", "H", "C", "O", "H", "H", "H", "H", "C", "O", "H", "H", "H", "H", "C", "O", "H", "H", "H", "H", "C", "O", "H", "H", "H", "H", "C", "O", "H", "H", "H", "H", "C", "O", "H", "H", "H", "H"],
  "positions_angstrom": [[-4.958, -0.690, 0.119], [-5.370, -2.069, -0.490], [-6.614, -2.097, -1.345], [-4.323, -2.503, -1.340], [-4.811, -0.032, -0.737], [-4.107, -0.571, 0.790], [-5.844, -0.397, 0.683], [-5.576, -2.696, 0.377], [-6.618, -3.021, -1.923], [-6.572, -1.250, -2.031], [-7.598, -2.003, -0.886], [-4.547, -2.319, -2.255], [4.849, -2.538, -0.414], [3.565, -1.807, -0.109], [2.868, -1.241, -1.332], [2.699, -2.847, 0.425], [5.608, -1.817, -0.720], [4.722, -3.071, -1.357], [5.299, -3.128, 0.384], [3.826, -1.072, 0.652], [1.875, -0.818, -1.183], [2.764, -2.089, -2.010], [3.401, -0.451, -1.861], [3.018, -3.034, 1.311], [-2.595, 3.463, -2.123], [-1.510, 2.330, -2.152], [-1.656, 1.343, -3.335], [-0.260, 2.875, -2.135], [-3.467, 3.292, -1.492], [-3.078, 3.787, -3.045], [-2.139, 4.349, -1.680], [-1.627, 1.745, -1.240], [-1.388, 1.843, -4.266], [-2.691, 1.062, -3.532], [-0.979, 0.489, -3.325], [-0.188, 3.379, -1.321], [-1.237, 6.435, 1.118], [-0.513, 5.079, 1.234], [-1.323, 3.778, 1.546], [0.084, 4.877, -0.059], [-1.243, 6.857, 2.122], [-2.255, 6.336, 0.741], [-0.730, 7.241, 0.588], [0.286, 5.068, 1.975], [-2.077, 4.019, 2.296], [-0.695, 2.954, 1.884], [-1.949, 3.505, 0.696], [0.837, 5.468, -0.120], [4.630, 1.980, 3.173], [4.774, 2.559, 1.703], [3.425, 2.643, 0.926], [5.372, 3.819, 1.727], [4.218, 0.975, 3.081], [3.947, 2.583, 3.770], [5.549, 1.848, 3.745], [5.436, 1.792, 1.302], [2.928, 1.673, 0.918], [3.463, 2.884, -0.136], [2.707, 3.338, 1.360], [5.569, 4.145, 2.608], [-0.287, -3.251, 3.893], [-1.633, -3.645, 4.085], [0.337, -4.140, 3.804], [-0.115, -2.740, 2.945], [0.133, -2.735, 4.756], [-1.857, -4.137, 3.292], [-0.997, -2.983, -2.955], [-0.131, -3.993, -2.543], [-1.566, -2.717, -2.064], [-0.331, -2.201, -3.322], [-1.639, -3.359, -3.751], [0.469, -3.752, -1.834], [1.809, 0.882, -4.674], [1.792, 1.209, -3.281], [2.546, 0.106, -4.880], [0.856, 0.407, -4.904], [1.828, 1.713, -5.379], [0.962, 1.642, -3.070], [2.975, -1.126, 3.581], [2.697, -2.430, 3.156], [2.564, -0.434, 2.846], [2.429, -0.850, 4.483], [4.040, -0.967, 3.751], [2.906, -3.125, 3.784], [-2.639, -4.757, 0.551], [-1.324, -4.835, 1.143], [-3.249, -4.150, 1.220], [-2.729, -4.466, -0.495], [-3.126, -5.732, 0.556], [-0.837, -4.033, 0.935], [-0.743, -1.027, 0.140], [-0.140, -2.267, 0.227], [-0.896, -0.550, 1.108], [-0.303, -0.412, -0.645], [-1.788, -1.214, -0.106], [0.808, -2.184, 0.351]],
  "forces_ev_per_angstrom": [[-1.55, -0.28, -0.86], [0.50, 0.97, 0.64], [-0.62, 0.85, -0.37], [0.80, -0.78, 0.58], [-0.05, 0.38, 0.11], [0.12, -0.85, -0.18], [-0.02, 0.57, 0.06], [0.72, -0.84, -0.21], [0.01, -0.02, 0.04], [0.06, 0.04, -0.39], [0.22, -0.08, 0.54], [-0.15, 0.06, 0.02], [0.96, 1.04, -1.67], [0.02, -1.23, 0.55], [0.21, -0.13, -0.28], [-0.50, 0.98, -0.46], [0.27, 0.35, 0.24], [-0.12, -0.77, 0.33], [-0.49, -0.11, 0.01], [-0.57, 0.35, 0.22], [0.02, -0.13, 0.46], [-0.15, 0.03, -0.25], [0.33, -0.10, 0.18], [-0.21, 0.00, 0.40], [-0.16, 0.12, 0.29], [-2.70, -0.89, -0.36], [0.14, 1.03, -0.54], [1.65, 0.29, -0.67], [0.10, -0.67, 0.30], [0.61, -0.26, -0.53], [0.17, 0.09, -0.11], [-0.31, -0.19, 0.28], [0.16, 0.47, -0.07], [0.00, -0.33, 0.53], [-0.24, -0.20, 0.58], [0.47, 0.51, 0.29], [-0.20, -0.28, 1.76], [0.04, -0.59, -1.07], [-0.67, 1.69, -0.20], [0.36, -0.76, -0.09], [-0.67, -0.01, 0.29], [0.06, -0.01, -0.01], [0.37, -0.62, -0.56], [0.08, 0.56, 0.14], [0.20, -0.11, 0.45], [0.00, 0.15, -0.18], [0.33, -0.19, -0.30], [0.09, 0.03, -0.22], [-0.91, 0.20, -1.00], [-0.85, -0.93, 1.79], [0.11, -0.71, 0.33], [0.55, 0.92, -0.62], [-0.13, 0.18, 0.05], [-0.13, 0.06, 0.05], [0.35, 0.37, -0.42], [0.18, 0.34, -0.95], [0.03, -0.27, 0.23], [0.71, 0.24, 0.05], [0.24, 0.16, 0.34], [-0.11, -0.38, 0.07], [0.56, -1.01, -0.27], [0.13, 0.56, 0.28], [0.18, -0.34, 0.00], [-0.16, 0.57, 0.17], [-0.55, 0.43, -0.06], [-0.11, -0.26, -0.26], [0.78, 0.26, 0.87], [0.63, -2.22, -0.41], [-0.47, 0.72, -0.39], [-0.69, 0.78, -0.20], [0.07, -0.02, 0.09], [-0.35, 0.51, 0.11], [-1.38, -0.66, 0.47], [0.86, -0.20, -0.77], [0.35, 0.45, 0.13], [-0.24, -0.30, -0.17], [0.68, 0.34, 0.27], [-0.13, 0.44, 0.17], [-0.29, 0.35, 0.61], [-0.23, -0.68, -0.65], [0.35, -0.19, -0.36], [0.04, -0.22, 0.37], [0.03, 0.10, -0.14], [0.10, 0.36, 0.39], [-0.02, -0.35, 0.75], [-0.81, -0.60, -0.38], [-0.28, 0.44, -0.38], [0.59, 0.58, 0.13], [0.47, -0.35, 0.33], [0.04, 0.45, -0.36], [-1.63, 0.26, -0.03], [0.25, -1.12, 0.10], [0.85, 0.50, 0.22], [0.05, 0.37, 0.23], [-0.09, -0.06, -0.62], [0.67, -0.20, 0.16]],
  "mulliken_charge": [-1.20, 0.69, -1.58, -0.44, 0.18, 0.29, 0.42, 0.23, 0.39, 0.38, 0.38, 0.27, -1.61, 1.36, -1.01, -0.56, 0.41, 0.35, 0.39, -0.24, -0.22, 0.38, 0.44, 0.23, -1.43, 1.53, -1.39, -0.56, 0.34, 0.38, 0.29, -0.19, 0.44, 0.47, -0.08, 0.22, -1.37, 0.47, -1.03, -0.51, 0.41, 0.28, 0.37, 0.39, 0.44, 0.28, 0.05, 0.23, -0.76, 0.52, -0.72, -0.57, -0.35, 0.43, 0.44, 0.13, 0.06, 0.39, 0.12, 0.35, -0.28, -0.59, 0.29, -0.02, 0.30, 0.31, -0.05, -0.63, -0.13, 0.05, 0.37, 0.31, -0.78, -0.33, 0.31, 0.28, 0.30, 0.27, -0.67, -0.44, 0.07, 0.35, 0.40, 0.26, -0.46, -0.60, 0.20, 0.10, 0.39, 0.32, -0.35, 0.23, 0.47, -0.10, -0.16, 0.02],
  "smiles": "CC(C)O.CC(C)O.CC(C)O.CC(C)O.CC(C)O.CO.CO.CO.CO.CO.CO",
  "mol_weight_da": 492.73,
  "homo_lumo_gap_ev": 9.9,
  "total_charge": 0
}

---

Entry 2:
{
  "formula": "C21H65B3N3O7Zn",
  "method": "ωB97M-V/def2-TZVPD",
  "elements": ["Zn", "B", "H", "H", "H", "H", "B", "H", "H", "H", "H", "B", "H", "H", "H", "H", "C", "C", "C", "O", "H", "H", "H", "H", "H", "H", "H", "H", "C", "O", "C", "C", "N", "C", "C", "O", "C", "H", "H", "H", "H", "H", "H", "H", "H", "H", "H", "H", "H", "H", "H", "H", "C", "O", "C", "C", "N", "C", "C", "O", "C", "H", "H", "H", "H", "H", "H", "H", "H", "H", "H", "H", "H", "H", "H", "H", "C", "O", "C", "C", "N", "C", "C", "O", "C", "H", "H", "H", "H", "H", "H", "H", "H", "H", "H", "H", "H", "H", "H", "H"],
  "positions_angstrom": [[14.531, -2.949, 24.888], [15.793, -1.062, 25.296], [15.412, -0.631, 26.360], [16.246, -2.150, 25.426], [14.825, -1.093, 24.608], [16.668, -0.356, 24.877], [14.977, -3.012, 22.483], [15.303, -2.015, 21.892], [14.672, -3.861, 21.676], [15.887, -3.283, 23.239], [13.981, -2.780, 23.103], [12.790, -2.548, 26.217], [12.698, -2.245, 25.085], [12.091, -1.873, 26.909], [12.435, -3.695, 26.266], [13.886, -2.485, 26.627], [11.949, -0.755, 31.224], [12.622, -1.050, 29.892], [14.101, -1.361, 30.099], [11.953, -2.175, 29.342], [12.243, 0.226, 31.602], [12.224, -1.530, 31.942], [10.864, -0.784, 31.116], [12.580, -0.190, 29.213], [14.198, -2.200, 30.799], [14.644, -0.546, 30.589], [14.602, -1.614, 29.164], [12.225, -2.205, 28.405], [18.537, -5.697, 28.324], [17.448, -4.891, 27.904], [16.200, -5.511, 28.027], [15.217, -4.740, 27.166], [15.686, -4.520, 25.773], [15.328, -5.786, 25.021], [13.852, -5.907, 24.654], [13.340, -4.701, 24.171], [12.182, -4.843, 23.393], [18.502, -5.973, 29.380], [19.432, -5.131, 28.081], [18.513, -6.602, 27.705], [15.802, -5.482, 29.052], [16.237, -6.578, 27.759], [14.952, -3.796, 27.642], [14.240, -5.228, 27.127], [16.700, -4.548, 25.801], [15.778, -6.641, 25.528], [15.859, -5.692, 24.068], [13.248, -6.316, 25.481], [13.788, -6.703, 23.899], [11.305, -4.867, 24.051], [12.221, -5.704, 22.724], [12.069, -3.972, 22.746], [10.219, -4.813, 27.655], [9.500, -6.032, 27.679], [8.623, -6.077, 28.787], [7.839, -7.374, 28.747], [6.667, -7.287, 27.904], [5.828, -8.464, 28.004], [4.758, -8.484, 26.920], [3.796, -7.485, 27.144], [3.041, -7.205, 25.996], [10.763, -4.672, 28.594], [9.526, -3.952, 27.602], [10.782, -4.671, 26.741], [7.936, -5.226, 28.677], [9.167, -5.971, 29.734], [7.536, -7.593, 29.773], [8.552, -8.142, 28.408], [6.909, -7.161, 26.929], [5.274, -8.496, 28.945], [6.384, -9.405, 27.854], [4.267, -9.471, 26.938], [5.226, -8.435, 25.924], [2.774, -8.127, 25.466], [3.604, -6.570, 25.296], [2.146, -6.635, 26.240], [13.924, 4.124, 20.928], [13.631, 3.046, 21.755], [12.602, 2.235, 21.259], [12.353, 1.065, 22.197], [11.854, 1.537, 23.476], [11.850, 0.448, 24.488], [11.605, 1.096, 25.843], [12.596, 2.047, 26.125], [12.431, 2.596, 27.399], [13.037, 4.702, 20.628], [14.522, 3.832, 20.055], [14.514, 4.851, 21.495], [12.846, 1.843, 20.254], [11.695, 2.836, 21.067], [13.332, 0.592, 22.313], [11.718, 0.334, 21.675], [10.854, 1.698, 23.379], [12.826, -0.042, 24.497], [11.053, -0.286, 24.315], [11.529, 0.321, 26.613], [10.614, 1.585, 25.766], [11.482, 3.144, 27.486], [13.242, 3.315, 27.540], [12.519, 1.860, 28.207]],
  "forces_ev_per_angstrom": [[0.84, 0.92, -0.88], [0.40, 1.11, 0.97], [0.00, -0.07, 0.31], [0.54, -0.77, 0.33], [-0.61, 0.38, -0.82], [0.03, 0.01, -0.48], [0.47, 0.26, -0.74], [0.01, 0.27, 0.05], [0.06, -0.51, 0.12], [0.28, -0.45, 0.06], [-0.83, 0.52, 0.17], [-1.21, -1.03, 0.56], [-0.27, 0.52, -0.93], [-0.13, 0.48, -0.22], [-0.11, -0.24, 0.27], [1.01, 0.19, 0.54], [-0.09, 0.10, -0.22], [0.42, -0.19, 0.46], [0.19, -0.25, 0.47], [0.19, 0.21, -0.18], [0.04, -0.06, 0.10], [0.04, 0.06, 0.07], [0.00, 0.10, -0.07], [-0.37, -0.01, -0.01], [-0.09, -0.14, -0.22], [-0.12, 0.22, -0.27], [-0.02, 0.08, -0.04], [-0.21, -0.28, 0.13], [-0.47, 0.02, -0.87], [0.37, 0.01, 0.37], [-0.83, -0.10, 0.09], [-0.23, 0.47, 0.16], [-1.51, -2.42, 0.46], [0.91, 1.42, -1.02], [-0.04, -1.30, 0.67], [0.68, -0.96, -0.05], [-0.73, 0.61, -0.11], [-0.05, 0.13, 0.10], [0.13, -0.03, 0.22], [0.27, -0.18, 0.23], [0.28, 0.03, 0.09], [0.23, 0.07, -0.20], [0.54, 0.19, -0.05], [0.14, -0.26, 0.03], [0.05, 0.85, -0.11], [-0.60, -0.32, 0.08], [-0.01, 0.01, 0.04], [-0.04, 0.42, 0.14], [0.07, 0.20, -0.21], [0.00, -0.30, -0.08], [0.12, -0.19, 0.24], [0.31, 0.15, 0.18], [-1.12, 0.92, 0.17], [0.23, -0.20, -0.11], [-0.22, 0.34, -0.55], [0.64, 0.37, 0.02], [-0.50, -0.24, 0.15], [-0.63, -0.04, -0.83], [0.15, -0.59, 0.13], [-0.03, 0.24, 0.03], [0.20, 0.22, -0.61], [0.52, -0.06, -0.29], [-0.15, -0.19, 0.22], [0.53, -0.69, 0.18], [-0.10, -0.06, 0.36], [0.12, -0.05, -0.07], [-0.20, -0.19, -0.09], [-0.13, -0.17, 0.20], [0.30, 0.15, 0.07], [0.39, 0.02, 0.24], [0.07, -0.01, 0.34], [-0.01, 0.05, 0.06], [-0.04, 0.45, 0.02], [-0.19, 0.04, 0.04], [0.12, -0.17, 0.03], [-0.04, -0.21, 0.35], [0.35, 0.82, 0.14], [-0.09, -0.05, 0.18], [-0.43, -0.21, -0.75], [0.51, 0.60, -0.52], [-0.66, -1.35, 0.30], [0.73, 1.01, 0.33], [-0.58, -0.29, -0.58], [-0.05, -0.29, 0.20], [0.45, 0.53, 0.02], [-0.13, -0.37, -0.22], [-0.24, -0.04, -0.14], [0.14, -0.30, 0.09], [0.28, -0.06, 0.16], [-0.04, 0.03, 0.41], [-0.09, -0.11, 0.34], [-0.12, 0.00, 0.11], [0.11, 0.60, -0.34], [-0.12, -0.04, -0.07], [0.16, -0.19, -0.04], [0.16, 0.05, 0.10], [0.06, 0.13, 0.27], [-0.09, -0.14, 0.07], [-0.07, -0.03, -0.03], [-0.19, -0.15, -0.08]],
  "mulliken_charge": [1.70, 1.24, -0.49, -0.58, -0.50, -0.25, 0.39, -0.31, -0.33, -0.32, -0.56, 3.27, -0.46, -0.39, -1.32, -0.62, -1.66, 1.80, -1.16, -0.58, 0.39, 0.36, 0.39, -0.66, 0.29, 0.41, 0.10, -0.30, -0.85, -0.25, -0.97, -0.26, -0.31, -1.01, -0.74, -0.04, -0.93, 0.29, 0.24, 0.35, 0.45, 0.39, 0.05, 0.14, 0.46, 0.41, 0.50, 0.34, 0.53, 0.16, 0.38, 0.21, -0.43, -0.33, -0.64, -0.65, -0.20, -0.63, -0.61, -0.32, -0.73, 0.30, 0.29, -0.16, 0.35, 0.41, 0.41, 0.31, 0.19, 0.29, 0.35, 0.38, 0.40, 0.31, 0.28, 0.24, -0.81, -0.22, -0.70, -0.45, -0.27, 0.38, -0.56, -0.27, -0.53, 0.32, 0.29, 0.24, 0.41, 0.35, 0.26, 0.32, 0.26, -0.80, 0.39, 0.27, 0.32, 0.33, 0.26, -0.03],
  "mol_weight_da": 569.59,
  "homo_lumo_gap_ev": 8.1,
  "total_charge": -1
}